Formula: C47H114F24N3O3P6
Source: the Open Molecules 2025 dataset
Level of theory: the ωB97M-V functional and the def2-TZVPD basis

The value obtained for the total energy is -6694.37739 Eh. Its energy above the lowest of the compared OMol25 structures with the same formula, charge and spin is 0.0 kcal/mol.

The geometry in ORCA input format:
```
! wB97M-V def2-TZVPD RIJCOSX def2/J DEFGRID3
* xyz 1 1
C -1.2335 3.4067 1.8531
C -1.5498 2.1565 2.6865
C -0.4142 1.6634 3.6222
C 0.1588 2.6983 4.6290
P 1.5238 2.0115 5.6591
C 2.7615 1.2079 4.6094
C 3.2668 2.0813 3.3896
C 3.9116 1.4009 2.2070
C 2.8648 0.7106 1.3296
C 2.3897 3.2830 6.6698
C 1.4806 4.1189 7.6485
C 1.1959 3.4078 9.0121
C 2.4454 3.4075 9.8819
C 1.0168 0.6383 6.6255
C 2.1096 0.1732 7.6257
C 1.5065 -0.6533 8.7607
C 2.2686 -0.4439 10.1358
H -0.8916 4.2091 2.5068
H -1.9757 3.7936 1.1548
H -0.3702 3.2162 1.2155
H -1.7424 1.3830 1.9430
H -2.4577 2.2859 3.2754
H 0.2173 1.1029 2.9329
H -0.8753 0.7903 4.0838
H -0.6010 2.9279 5.3761
H 0.5177 3.6063 4.1445
H 2.2010 0.3669 4.2010
H 3.6210 0.8930 5.2013
H 4.0639 2.6856 3.8225
H 2.5794 2.8452 3.0261
H 4.5696 0.6333 2.6145
H 4.4645 2.2009 1.7146
H 2.2374 1.4570 0.8424
H 2.1872 0.0765 1.9014
H 3.2728 -0.0484 0.6621
H 2.6995 4.0891 6.0047
H 3.2753 2.8208 7.1061
H 0.5015 4.2037 7.1770
H 1.6676 5.1606 7.9094
H 0.8151 2.3949 8.8808
H 0.4482 3.9042 9.6307
H 2.7792 4.4251 10.0847
H 3.2340 2.7499 9.5161
H 2.1941 2.9106 10.8189
H 0.7075 -0.2635 6.0970
H 0.0310 0.9216 6.9944
H 2.5658 1.0825 8.0170
H 2.9357 -0.4100 7.2188
H 1.3492 -1.6967 8.4871
H 0.4928 -0.3017 8.9528
H 2.1823 0.6337 10.2754
H 3.2713 -0.8703 10.1049
H 1.8618 -0.9694 10.9998
C 3.2101 4.5236 -1.3891
C 3.1316 3.0578 -1.7715
C 1.7389 2.5662 -2.2059
C 1.3862 3.2266 -3.5519
P -0.2735 2.7204 -4.3185
C -0.4888 0.8745 -4.3410
C 0.2631 0.0873 -5.5128
C 0.9670 -1.1851 -5.0545
C 2.0496 -1.6370 -6.0205
C -1.7062 3.4335 -3.4491
C -1.7829 2.9059 -1.9915
C -3.2045 2.4926 -1.6466
C -4.2502 3.5853 -1.7728
C -0.1851 3.3719 -6.0420
C -1.5230 3.4662 -6.7942
C -1.4347 3.7573 -8.2464
C -2.7940 3.8460 -9.0770
H 2.9129 5.2022 -2.1887
H 4.2023 4.8831 -1.1161
H 2.4947 4.7377 -0.5951
H 3.3102 2.4583 -0.8789
H 3.9003 2.9702 -2.5393
H 0.9824 2.8395 -1.4703
H 1.6661 1.4811 -2.2795
H 2.1615 3.1152 -4.3099
H 1.2533 4.2875 -3.3401
H -1.5509 0.6467 -4.2502
H -0.1274 0.4298 -3.4138
H 0.9176 0.8561 -5.9236
H -0.4127 -0.0395 -6.3586
H 0.1561 -1.9112 -5.1105
H 1.4101 -1.2194 -4.0592
H 1.7543 -1.5887 -7.0686
H 2.3157 -2.6863 -5.8926
H 2.9730 -1.0589 -5.9850
H -2.6453 3.3577 -3.9973
H -1.4623 4.4956 -3.4732
H -1.4768 3.7327 -1.3505
H -1.1425 2.0439 -1.8045
H -3.1308 2.1102 -0.6286
H -3.5233 1.6529 -2.2641
H -5.1163 3.3571 -1.1515
H -4.6953 3.5870 -2.7678
H -3.9309 4.6194 -1.6426
H 0.5558 2.7664 -6.5641
H 0.3641 4.3091 -6.1327
H -2.3431 3.9743 -6.2868
H -2.0629 2.5231 -6.7095
H -0.6852 3.1621 -8.7680
H -0.9165 4.7151 -8.2936
H -2.6539 4.1430 -10.1163
H -3.5353 4.5126 -8.6363
H -3.0994 2.7997 -9.0659
C 6.3795 1.2313 -2.9128
N 5.9910 -0.2277 -2.9467
C 6.2851 -0.7157 -4.4294
C 6.7623 -0.9932 -1.8277
C 4.4744 -0.3604 -2.7551
C 3.8991 -1.7352 -2.2479
O 3.9331 -2.5983 -3.4297
H 5.9426 1.5961 -1.9832
H 6.0005 1.6386 -3.8501
H 7.4668 1.3043 -2.8912
H 7.2759 -0.3845 -4.7406
H 5.4958 -0.3052 -5.0591
H 6.3115 -1.7989 -4.3104
H 6.2583 -0.6836 -0.9121
H 7.8062 -0.7090 -1.9599
H 6.6041 -2.0540 -2.0224
H 3.9071 -0.0642 -3.6374
H 4.1279 0.3098 -1.9685
H 2.8788 -1.5118 -1.9361
H 4.4949 -2.2193 -1.4741
H 3.2681 -3.2861 -3.3501
C -4.7875 -4.4540 -3.4118
N -4.0634 -3.3091 -4.2076
C -4.4264 -1.9603 -3.6841
C -2.5504 -3.6318 -4.0216
C -4.3272 -3.3774 -5.7713
C -3.3139 -2.6460 -6.7346
O -3.3136 -1.2486 -6.4705
H -4.3354 -5.3125 -3.9086
H -5.8514 -4.2575 -3.5445
H -4.5330 -4.4458 -2.3520
H -3.7752 -1.1981 -4.1120
H -4.3501 -2.0167 -2.5982
H -5.5010 -1.8432 -3.8241
H -2.4104 -4.4567 -4.7202
H -2.3172 -3.9753 -3.0137
H -2.0261 -2.6966 -4.2182
H -5.3447 -3.0526 -5.9890
H -4.2566 -4.4326 -6.0353
H -3.7824 -2.6218 -7.7185
H -2.3664 -3.1778 -6.8211
H -4.0882 -0.7883 -6.8019
C -6.3223 -1.8632 2.3247
N -4.8259 -2.1597 2.1746
C -4.4438 -3.5081 2.8768
C -4.4050 -2.4168 0.6908
C -4.0446 -0.9409 2.7094
C -3.9990 -0.8261 4.2202
O -5.1039 -0.4633 4.8420
H -6.7148 -0.9785 1.8233
H -6.6191 -1.8859 3.3733
H -6.7850 -2.7413 1.8744
H -4.8351 -4.3711 2.3382
H -4.9372 -3.4014 3.8429
H -3.3606 -3.5789 2.9758
H -4.6513 -1.5314 0.1048
H -4.9438 -3.2920 0.3277
H -3.3509 -2.6861 0.7580
H -4.5915 -0.1596 2.1816
H -3.0282 -0.9292 2.3157
H -3.4020 0.0735 4.3700
H -3.4147 -1.6269 4.6735
H -5.3993 -1.2281 5.3414
P 4.0428 -4.1256 1.6031
F 4.1103 -2.6737 2.3038
F 2.6407 -3.6835 0.9413
F 4.8189 -3.5362 0.2919
F 3.8697 -5.5607 0.8263
F 5.3792 -4.5893 2.3565
F 3.0202 -4.7921 2.6743
P -0.6639 -1.5853 -0.4946
F 0.0887 -0.2628 -1.2272
F -2.2137 -1.0160 -0.5585
F -0.8312 -2.2422 -1.9504
F -1.3265 -2.9304 0.1489
F 0.8151 -2.3396 -0.2699
F -0.6549 -0.8513 0.9996
P -0.1112 -2.9588 3.8211
F -1.2383 -1.8977 3.2767
F -0.5457 -2.7117 5.3969
F -1.0949 -4.2842 3.5720
F 1.0376 -3.8841 4.3056
F 0.3802 -3.4104 2.2608
F 0.9902 -1.7354 3.8523
P -3.0436 -6.4146 -0.1288
F -3.5178 -6.8528 -1.6311
F -3.4512 -7.8073 0.6396
F -1.6579 -7.1760 -0.5235
F -2.3415 -5.7665 1.1856
F -2.4461 -5.1706 -1.0326
F -4.3769 -5.5925 0.2043
*
```